This record from the OMol25 dataset describes a structure of composition C32H41MoN6O3S6Se2 in a non-equilibrium geometry. The level of theory is wB97M-V/def2-TZVPD.

CARTESIAN COORDINATES (ANGSTROEM)
Mo -0.9063 0.9206 -0.8957
S 0.8938 1.0408 0.7396
C 1.9960 -0.1905 0.9416
N 3.0271 -0.2898 1.8742
C 3.7032 -1.5744 2.0251
C 3.9536 -2.2201 0.6711
N 2.7074 -2.3740 -0.0727
C 2.5716 -3.5669 -0.9148
C 2.3598 -4.8117 -0.0817
C 3.2984 -5.8534 -0.0981
C 3.1051 -6.9932 0.6849
C 1.9720 -7.1058 1.4883
C 1.0281 -6.0813 1.5072
C 1.2189 -4.9414 0.7252
C 1.7895 -1.3252 -0.0492
S 0.4351 -1.1093 -0.9929
C 3.3856 0.7721 2.8201
C 4.7578 1.3360 2.5256
C 5.0123 1.9887 1.3097
C 6.2814 2.4961 1.0279
C 7.3087 2.3613 1.9592
C 7.0671 1.7225 3.1741
C 5.7982 1.2137 3.4579
H 3.0570 -2.2086 2.6435
H 4.6551 -1.4428 2.5484
H 4.4329 -3.1934 0.8140
H 4.6186 -1.5969 0.0615
H 3.4829 -3.6467 -1.5199
H 1.7392 -3.4795 -1.6183
H 4.1887 -5.7847 -0.7191
H 3.8381 -7.7958 0.6669
H 1.8215 -7.9941 2.0963
H 0.1407 -6.1698 2.1288
H 0.4708 -4.1513 0.7482
H 3.3430 0.3416 3.8281
H 2.6658 1.5951 2.8043
H 4.2195 2.1050 0.5733
H 6.4663 2.9991 0.0821
H 8.2963 2.7585 1.7397
H 7.8682 1.6228 3.9021
H 5.6293 0.7192 4.4118
O 0.9015 4.0554 -6.9658
C 0.5846 3.5058 -5.9142
S -0.9343 3.8146 -5.0979
C -0.6414 2.7234 -3.7745
C 0.5210 2.0521 -3.7749
S 0.9465 0.9435 -2.5364
S 1.6117 2.3444 -5.0989
S -1.8135 2.5373 -2.5353
O -5.7252 -2.1937 -0.4200
C -4.6213 -2.2188 -1.2853
C -4.8249 -1.2277 -2.4661
C -6.0941 -1.6625 -3.2525
O -6.3209 -0.8406 -4.3697
C -3.6053 -1.2937 -3.4276
Se -1.9113 -0.7793 -2.5956
C -5.0269 0.2220 -1.9414
Se -3.5117 0.9054 -0.9109
H -5.5424 -2.8715 0.2815
H -4.4956 -3.2487 -1.6912
H -3.7082 -1.9600 -0.7082
H -6.9921 -1.6671 -2.5903
H -5.9792 -2.7067 -3.6161
H -6.9610 -0.1355 -4.0895
H -3.7604 -0.6153 -4.2935
H -3.4867 -2.3255 -3.8232
H -5.9269 0.2747 -1.2922
H -5.1833 0.9208 -2.7903
C -0.6214 3.0204 1.1386
N -1.7018 2.2980 0.4817
C -2.5595 3.2499 -0.2103
N -3.1148 4.2076 0.7359
C -2.0245 4.9167 1.3910
N -1.1630 3.9765 2.0942
C -1.9503 3.2615 3.0891
N -3.0401 2.5408 2.4459
C -2.4853 1.5947 1.4878
C -3.8885 3.4910 1.7402
H 0.0064 3.5320 0.3963
H 0.0608 2.3200 1.6397
H -3.3641 2.7256 -0.7439
H -1.9992 3.7696 -0.9996
H -2.4187 5.6710 2.0858
H -1.4456 5.4944 0.6575
H -2.3419 3.9581 3.8430
H -1.3144 2.5695 3.6581
H -3.2873 1.0128 1.0133
H -1.8681 0.8447 2.0010
H -4.3476 4.1957 2.4471
H -4.7393 2.9751 1.2745
H -1.5927 -0.2679 0.2928

Output
**Multiplicity**: 3
**E**: -9058.255515 a.u.
**M**: 1003.98 g mol⁻¹
**HOMO-LUMO gap (spin up / spin down)**: 0.1852 / 0.2006 Ha
**Net charge**: -1
**HOMO energy (spin up / spin down)**: -0.10622 / -0.12717 Ha
**<S²>**: 2.03

This record from the OMol25 dataset describes a structure of composition CF5LiMgO3P in a non-equilibrium geometry. The level of theory is wB97M-V/def2-TZVPD.

CARTESIAN COORDINATES (ANGSTROEM)
P -1.0490 -0.7002 -0.6004
F -2.3940 -0.6805 0.1941
F 2.6081 -0.9037 2.7007
F -1.8162 -0.9024 -1.9801
F -0.3069 -2.0663 -0.7687
F -0.2913 -0.6022 0.9173
O -0.4188 0.6572 -1.1125
O 0.4157 2.6872 -1.2889
C 0.4617 1.6420 -0.6657
O 1.2579 1.3931 0.2739
Li 1.8924 3.4920 -0.2359
Mg 1.4694 0.0412 1.6765

Output
**ΔE to the lowest compared entry with this formula, charge and spin**: 0.000 eV
**E**: -1312.241760 a.u.
**M**: 217.22 g mol⁻¹
**HOMO-LUMO gap**: 0.4043 Ha
**Net charge**: +1
**HOMO energy**: -0.57849 Ha

This record from the OMol25 dataset describes a cluster of 2 separate species, C3H6BrNO2 in total in a non-equilibrium geometry. The level of theory is wB97M-V/def2-TZVPD.

CARTESIAN COORDINATES (ANGSTROEM)
H -2.5889 -0.8639 2.3478
N -1.8971 -1.5413 2.3856
C -0.9928 -1.4380 1.5481
Br 0.3220 -2.8576 1.6971
H -0.8427 -0.8649 0.7020
C 1.0886 0.7530 0.1478
C 0.7877 0.8977 -1.1556
O -0.5554 1.0312 -1.5568
O 1.7242 0.9840 -2.1423
H 0.1734 0.7440 0.7639
H 1.9907 0.7478 0.5577
H -0.5251 1.6804 -2.3400
H 1.3154 0.7277 -2.9554

Output
**ΔE to the lowest compared entry with this formula, charge and spin**: 2.009 eV
**SMILES string**: [H]/N=C/Br.C=C(O)O
**E**: -2897.084697 a.u.
**M**: 167.99 g mol⁻¹
**HOMO-LUMO gap**: 0.3426 Ha
**HOMO energy**: -0.33555 Ha

This record from the OMol25 dataset describes a structure of composition C5H12B3FLiNO6PS in a non-equilibrium geometry. The level of theory is wB97M-V/def2-TZVPD.

CARTESIAN COORDINATES (ANGSTROEM)
C -3.4499 0.5503 -1.8941
C -2.1168 -0.0439 -2.2965
O -1.9599 -0.6697 -3.2594
N -1.0209 0.2065 -1.3835
C 0.2748 0.1348 -2.0613
B -1.0676 -0.6030 -0.1666
O -0.4292 -1.8276 -0.0024
B 0.3841 -1.7134 1.1284
C 1.9129 -2.2052 1.1389
C 2.7263 -1.4119 0.1070
F 2.4607 -1.8788 2.3743
O -0.0828 -1.1092 2.2883
B -0.7202 0.0548 1.8721
P -0.2559 1.8619 2.3686
O 0.2916 1.9883 3.8705
O 1.0102 2.2794 1.3448
S -1.7279 3.0121 1.9262
O -1.7388 -0.0979 0.9607
H -3.3497 1.5105 -1.3858
H -3.9992 0.7172 -2.8238
H -4.0408 -0.1405 -1.2857
H 0.4528 -0.8325 -2.5432
H 1.0739 0.2675 -1.2966
H 0.3655 0.9773 -2.7579
H 2.0130 -3.2902 1.0368
H 3.7844 -1.6238 0.2944
H 2.5685 -0.3269 0.2684
H 2.5243 -1.7218 -0.9250
H 0.7960 2.8237 3.9028
H 0.6927 2.1304 0.4437
Li 2.6281 0.9815 -1.2440

Output
**E**: -1625.497963 a.u.
**M**: 303.57 g mol⁻¹
**HOMO-LUMO gap**: 0.2488 Ha
**Net charge**: +1
**HOMO energy**: -0.43477 Ha

This record from the OMol25 dataset describes a cluster of 2 separate species, C4H9N2OS in total in a non-equilibrium geometry. The level of theory is wB97M-V/def2-TZVPD.

CARTESIAN COORDINATES (ANGSTROEM)
O 2.2530 -1.9243 0.9819
C 1.0541 -1.8133 0.5466
C 0.4180 -0.6790 0.1253
C 1.2560 0.5867 -0.2985
S 0.8364 2.0017 0.7143
N -1.0726 -0.6687 -0.0847
C -1.6726 -0.3445 -1.4105
N -3.0535 -0.0380 -1.1308
H 0.3722 -2.6474 0.5880
H -2.3693 1.8488 1.2023
H 2.2995 0.4190 -0.1689
H 0.9153 0.7372 -1.3630
H -1.6633 -0.2779 0.6472
H -1.0695 0.4788 -2.0448
H -1.4759 -1.2427 -1.9684
H -2.5713 2.1116 0.5284
H -3.2935 0.3878 -1.9744

Output
**ΔE to the lowest compared entry with this formula, charge and spin**: 7.858 eV
**E**: -740.535222 a.u.
**M**: 133.20 g mol⁻¹
**HOMO-LUMO gap**: 0.1334 Ha
**Net charge**: -1
**HOMO energy**: -0.10989 Ha

This record from the OMol25 dataset describes a structure of composition C17H28N2O3 in a non-equilibrium geometry. The level of theory is wB97M-V/def2-TZVPD.

CARTESIAN COORDINATES (ANGSTROEM)
C 6.2496 0.0198 0.4010
C 5.5352 0.2113 -1.0464
H 5.4958 1.1864 -1.4424
H 6.2277 -0.3443 -1.7870
O 4.3898 -0.1532 -1.1980
C 3.4052 0.3117 -0.5495
C 3.4688 1.5598 0.0978
C 2.1873 2.1601 0.2840
C 1.0200 1.4495 0.2579
C 0.9278 0.1831 -0.1453
C 2.1332 -0.6350 -0.7476
O 2.2688 -1.7438 -1.3326
C 1.0251 -2.2672 -1.2764
C 1.3681 -3.8974 -1.9275
H 1.8234 -3.5496 -3.0081
H 0.6106 -4.4868 -1.8992
H 2.1494 -4.1955 -1.1824
H 0.6540 -2.6594 -0.1835
H 0.1415 -2.0113 -1.9775
H 0.0673 -0.5314 -0.0910
C -0.1914 2.1430 0.8338
O -0.0463 2.7755 1.8501
N -1.4145 1.5878 0.3567
H -1.3686 0.8836 -0.2520
C -2.7319 2.2005 0.5025
H -3.3326 2.5181 -0.0987
C -3.4640 1.3466 1.6947
C -3.0460 1.0025 2.9393
H -1.8137 0.8833 3.1501
H -3.1673 2.0648 3.6339
H -3.5203 0.2650 3.4981
H -4.5059 1.6036 1.5207
C -3.4438 -0.2519 0.9749
N -3.4635 -0.0865 -0.4404
C -3.0641 -1.4305 -1.0079
H -2.1724 -1.9107 -0.7791
H -3.1640 -1.3270 -2.2711
H -3.7530 -2.4593 -0.5165
C -4.8284 0.0971 -0.9464
H -5.5003 -0.7552 -0.6104
H -5.1651 1.1174 -0.3669
H -4.7004 -0.0174 -1.8799
H -2.3303 -0.6327 1.2612
H -4.1075 -0.7534 1.5090
H -2.4034 3.0715 1.3045
H 2.0529 3.1877 0.8752
H 4.1998 2.2004 0.0501
H 5.6008 0.7185 1.1812
H 6.2743 -1.0105 0.4823
H 7.4221 0.3609 0.3048

Output
**ΔE to the lowest compared entry with this formula, charge and spin**: 17.626 eV
**E**: -999.231240 a.u.
**M**: 308.42 g mol⁻¹
**HOMO-LUMO gap**: 0.2948 Ha
**HOMO energy**: -0.27550 Ha